# 1
27
Properties=species:S:1:pos:R:3:lowdin_spin:R:1 method="wB97M-V/def2-TZVPD" e_tot_ha=-1787.6811 lumo_ha="0.07848 / 0.03365" multiplicity=2 total_charge=-1 homo_lumo_gap_ha="0.2725 / 0.2276"
Hg -0.206 -1.061 0.524 0.138
Cl -3.474 0.989 1.059 0.147
C -2.567 -0.124 2.021 0.639
H -3.091 -1.057 2.180 0.024
H -2.111 0.350 2.880 0.025
O 9.678 0.183 -3.871 0.000
S 8.810 -0.976 -3.748 0.000
O 8.450 -1.322 -2.387 0.000
O 9.152 -2.106 -4.594 0.000
C 7.248 -0.363 -4.493 0.000
N 7.273 0.008 -5.772 0.000
C 6.132 0.446 -6.278 0.000
C 4.962 0.535 -5.537 0.000
C 5.036 0.126 -4.212 0.000
N 6.181 -0.334 -3.709 0.000
C 3.888 0.174 -3.270 0.000
C 2.596 0.516 -3.656 0.000
C 1.595 0.552 -2.699 0.002
N 1.797 0.275 -1.415 0.017
C 3.034 -0.063 -1.048 0.006
C 4.102 -0.127 -1.925 0.000
H 6.154 0.739 -7.323 0.000
H 4.050 0.908 -5.981 0.000
H 2.363 0.748 -4.686 0.000
H 0.578 0.817 -2.971 0.000
H 3.170 -0.292 0.004 0.002
H 5.097 -0.404 -1.603 0.000

=====

# 2
86
Properties=species:S:1:pos:R:3:lowdin_spin:R:1 method="wB97M-V/def2-TZVPD" e_tot_ha=-2377.8893 lumo_ha="-0.11945 / -0.11574" multiplicity=5 total_charge=+1 homo_lumo_gap_ha="0.2561 / 0.2634"
O -1.208 1.417 -1.062 -0.008
O 1.880 3.986 -4.468 0.000
C -1.997 1.126 -2.276 0.000
C -3.470 1.004 -1.957 0.000
H -1.587 0.183 -2.656 0.000
H -1.783 1.932 -2.985 0.000
H -3.680 0.269 -1.167 0.000
H -3.995 0.673 -2.859 0.000
H -3.900 1.968 -1.658 0.000
C -1.582 2.670 -0.386 0.001
C -1.439 3.872 -1.301 0.000
H -0.907 2.761 0.474 0.000
H -2.606 2.545 -0.010 0.000
H -0.391 4.026 -1.583 0.000
H -1.780 4.759 -0.757 0.000
H -2.053 3.770 -2.202 0.000
C 3.167 4.592 -4.226 0.000
C 1.115 4.564 -5.544 0.000
C 3.167 5.525 -3.025 0.000
H 3.518 5.139 -5.122 0.000
H 3.846 3.746 -4.038 0.000
H 2.499 6.379 -3.181 0.000
H 4.180 5.911 -2.876 0.000
H 2.862 5.006 -2.111 0.000
C 0.830 6.053 -5.416 0.000
H 0.174 3.995 -5.556 0.000
H 1.646 4.373 -6.493 0.000
H 0.338 6.296 -4.468 0.000
H 0.160 6.354 -6.227 0.000
H 1.741 6.655 -5.505 0.000
H 2.225 1.383 -4.120 0.000
Pm 0.105 -0.020 0.074 4.048
C 3.004 0.598 -4.158 0.000
Si 3.303 -0.091 -5.894 0.000
H 3.934 1.039 -3.773 0.000
H 2.705 -0.207 -3.471 0.000
C 1.680 -0.032 -6.844 0.000
C 3.923 -1.869 -5.858 0.000
C 4.573 0.972 -6.796 0.000
C -0.763 -1.914 -1.170 -0.020
Si -0.363 -3.674 -0.660 0.000
H -0.369 -1.674 -2.181 -0.001
H -1.865 -1.844 -1.276 -0.001
C 0.880 -4.484 -1.794 0.000
C -2.037 -4.527 -0.702 0.000
C 0.316 -3.873 1.080 0.000
H 4.831 0.535 -7.771 0.000
H 5.502 1.065 -6.217 0.000
H 4.183 1.984 -6.974 0.000
H 0.967 -0.762 -6.438 0.000
H 1.835 -0.260 -7.907 0.000
H 1.225 0.966 -6.771 0.000
H 3.335 -2.487 -5.166 0.000
H 4.974 -1.918 -5.544 0.000
H 3.854 -2.327 -6.855 0.000
H -2.583 -4.219 -1.604 0.000
H -2.649 -4.265 0.172 0.000
H -1.913 -5.616 -0.727 0.000
H -0.397 -3.580 1.858 0.000
H 1.254 -3.327 1.245 0.000
H 0.535 -4.940 1.238 0.000
H 0.937 -5.561 -1.593 0.000
H 1.882 -4.058 -1.647 0.000
H 0.605 -4.348 -2.847 0.000
C -0.613 -1.161 2.978 0.001
N -1.362 -0.290 2.025 -0.007
C -2.676 -0.901 1.698 0.001
C -1.562 1.054 2.676 0.000
C -0.236 1.779 2.829 -0.002
C -0.049 2.601 3.958 0.000
C 1.178 3.253 4.116 -0.001
C 2.185 3.100 3.158 0.000
C 1.984 2.267 2.037 -0.001
C 0.770 1.626 1.879 -0.012
H -1.205 -2.064 3.190 0.000
H -0.454 -0.622 3.923 0.000
H 0.373 -1.455 2.573 0.000
H -3.255 -0.977 2.636 0.000
H -3.220 -0.270 0.978 0.000
H -2.539 -1.904 1.262 0.000
H -2.291 1.621 2.073 0.000
H -2.032 0.858 3.656 0.000
H -0.859 2.709 4.691 0.000
H 1.337 3.880 4.994 0.000
H 3.141 3.621 3.281 0.000
H 2.785 2.135 1.305 0.000

=====

# 3
9
Properties=species:S:1:pos:R:3:lowdin_charge:R:1 method="wB97M-V/def2-TZVPD" e_tot_ha=-1004.2733 lumo_ha=-0.02968 total_charge=0 homo_lumo_gap_ha=0.2855
C -0.142 -0.019 -0.106 -0.206
C -0.904 1.102 -0.195 -0.491
N -0.576 -1.281 -0.316 -0.166
O -1.741 -1.564 -0.773 -0.309
S -2.630 1.128 -0.353 0.486
S -3.212 -0.524 0.547 0.354
H 0.912 0.057 0.127 0.119
H -0.444 2.073 -0.134 0.051
H -0.045 -2.049 0.098 0.161

=====

# 4
47
Properties=species:S:1:pos:R:3:lowdin_charge:R:1 method="wB97M-V/def2-TZVPD" e_tot_ha=-977.4619 lumo_ha=0.09258 total_charge=-1 homo_lumo_gap_ha=0.1764
C -3.281 -1.842 3.092 -0.182
C -1.867 -2.579 2.612 -0.274
C -0.568 -2.144 3.514 -0.380
N 0.261 -1.016 2.940 -0.202
C -0.457 0.314 2.992 -0.300
C 0.485 1.370 2.100 -0.212
O 1.439 2.143 2.629 -0.100
C 0.132 1.374 0.466 -0.056
C 1.239 0.924 -0.656 -0.012
C 0.739 0.926 -2.240 -0.084
C -0.819 1.350 -2.610 -0.102
C -1.904 1.824 -1.456 -0.088
C -1.438 1.834 0.116 -0.026
H -3.277 -1.745 4.263 0.063
H -3.484 -0.825 2.533 0.053
H -4.178 -2.573 2.815 0.056
H -1.707 -2.428 1.446 0.105
H -2.034 -3.733 2.794 0.078
H -0.940 -1.876 4.609 0.085
H 0.145 -3.094 3.554 0.089
H -0.697 0.711 4.067 0.093
H -1.498 0.196 2.420 0.069
H 2.332 0.600 -0.320 0.106
H 1.548 0.604 -3.044 0.072
H -1.145 1.301 -3.749 0.053
H -3.000 2.147 -1.708 0.068
H -2.210 2.137 0.947 0.090
N -2.196 -0.952 -5.923 0.005
C -3.151 0.016 -5.758 -0.147
C -3.722 0.265 -6.987 -0.120
C -3.092 -0.588 -7.924 -0.125
C -2.156 -1.331 -7.240 -0.147
H -1.612 -1.329 -5.188 0.149
H -3.342 0.446 -4.784 0.100
H -4.508 0.982 -7.186 0.088
H -3.300 -0.654 -8.984 0.087
H -1.466 -2.093 -7.576 0.103
N 5.600 2.010 2.974 -0.009
C 4.403 1.405 3.256 -0.122
C 4.663 0.116 3.665 -0.101
C 6.067 -0.061 3.634 -0.133
C 6.621 1.125 3.207 -0.174
H 5.713 2.961 2.647 0.142
H 3.471 1.942 3.140 0.076
H 3.922 -0.617 3.955 0.095
H 6.615 -0.957 3.896 0.081
H 7.651 1.414 3.048 0.091

=====

# 5
70
Properties=species:S:1:pos:R:3:lowdin_charge:R:1 method="wB97M-V/def2-TZVPD" e_tot_ha=-2484.5821 lumo_ha=0.08821 total_charge=-1 homo_lumo_gap_ha=0.2657
Cd -0.593 -0.893 -1.486 1.148
C -2.345 -0.812 -0.178 -0.398
Si -1.999 0.332 1.210 0.564
C -1.343 1.966 0.464 -0.240
N -0.218 1.701 -0.455 -0.238
C -0.139 2.657 -1.554 -0.229
C 0.223 4.088 -1.117 -0.169
C 1.264 4.067 0.016 -0.198
C 2.039 2.752 -0.032 -0.181
C 1.092 1.573 0.229 -0.192
C -3.534 0.716 2.268 -0.235
C -3.786 -0.003 3.439 -0.100
C -4.977 0.144 4.135 -0.100
C -5.948 1.020 3.672 -0.112
C -5.719 1.749 2.513 -0.103
C -4.525 1.593 1.823 -0.102
C -0.711 -0.362 2.414 -0.264
C -0.068 -1.576 2.177 -0.095
C 0.919 -2.044 3.035 -0.084
C 1.274 -1.309 4.156 -0.101
C 0.634 -0.103 4.418 -0.099
C -0.344 0.361 3.552 -0.120
H -3.169 -0.436 -0.790 -0.033
H -2.601 -1.819 0.157 -0.037
H -1.106 2.721 1.231 0.085
H -2.161 2.383 -0.134 0.080
H -1.095 2.666 -2.081 0.113
H 0.605 2.284 -2.262 0.099
H -0.676 4.622 -0.800 0.100
H 0.622 4.616 -1.987 0.105
H 0.771 4.146 0.989 0.098
H 1.941 4.919 -0.071 0.099
H 2.831 2.731 0.719 0.108
H 2.514 2.649 -1.011 0.111
H 0.920 1.509 1.301 0.103
H 1.581 0.645 -0.077 0.069
H -3.031 -0.687 3.811 0.096
H -5.152 -0.428 5.039 0.095
H -6.879 1.137 4.213 0.093
H -6.473 2.435 2.147 0.095
H -4.362 2.163 0.913 0.094
H -0.330 -2.164 1.303 0.064
H 1.417 -2.982 2.819 0.091
H 2.046 -1.669 4.826 0.093
H 0.901 0.474 5.296 0.094
H -0.835 1.308 3.759 0.105
C 3.063 -4.498 0.409 -0.098
C 3.735 -3.331 -0.296 -0.288
O 3.212 -3.088 -1.610 -0.290
P 1.796 -2.301 -1.759 0.012
O 1.678 -1.257 -0.693 -0.443
Te -0.100 -3.734 -1.871 0.345
O 2.045 -1.521 -3.145 -0.318
C 2.760 -1.998 -4.297 -0.268
C 2.309 -3.343 -4.844 -0.107
H 3.613 -4.737 1.321 0.074
H 3.049 -5.378 -0.235 0.076
H 2.034 -4.247 0.665 0.034
H 4.796 -3.538 -0.444 0.113
H 3.635 -2.423 0.303 0.104
H 3.825 -2.031 -4.051 0.110
H 2.605 -1.223 -5.047 0.115
H 2.398 -4.110 -4.078 0.043
H 2.939 -3.623 -5.690 0.074
H 1.271 -3.299 -5.170 0.069
N -0.729 -0.073 -3.498 0.004
C -0.259 0.719 -4.226 -0.415
N 0.245 1.485 -5.098 0.060
C 0.268 2.780 -5.228 -0.439
N 0.337 3.923 -5.426 0.061

=====

# 6
50
Properties=species:S:1:pos:R:3:lowdin_spin:R:1 method="wB97M-V/def2-TZVPD" e_tot_ha=-1092.9979 lumo_ha="0.01913 / 0.01878" multiplicity=2 total_charge=0 homo_lumo_gap_ha="0.3148 / 0.3581"
C 1.641 1.673 -0.581 0.000
C 0.645 1.267 0.521 0.000
C -0.815 1.087 0.097 0.000
I -1.401 2.701 -1.224 0.000
C -1.219 -0.340 -0.375 0.002
C -0.047 -1.224 -0.843 0.002
C -0.407 -2.340 -1.841 0.027
C -0.259 -1.879 -3.297 0.021
C 0.524 -3.535 -1.609 0.001
N -1.803 -2.798 -1.596 0.392
O -2.109 -3.922 -2.123 0.499
C -2.924 -1.810 -1.557 0.026
C -3.708 -1.864 -2.870 0.013
C -3.846 -2.213 -0.401 0.010
C -2.388 -0.388 -1.349 0.000
H 1.643 2.747 -0.749 0.000
H 1.384 1.171 -1.514 0.000
H 2.645 1.350 -0.305 0.000
H 0.675 2.048 1.284 0.000
H 0.998 0.354 1.007 0.000
H -1.431 1.305 0.965 0.000
H -1.603 -0.805 0.539 0.001
H 0.377 -1.701 0.043 0.000
H 0.749 -0.642 -1.303 0.000
H -0.592 -2.670 -3.969 0.002
H 0.799 -1.686 -3.492 0.003
H -0.804 -0.963 -3.518 0.000
H 0.046 -4.273 -0.969 0.000
H 1.453 -3.198 -1.148 0.000
H 0.780 -4.031 -2.545 0.000
H -3.050 -1.769 -3.733 0.000
H -4.272 -2.790 -2.954 0.001
H -4.406 -1.024 -2.884 0.001
H -4.874 -1.921 -0.620 0.000
H -3.555 -1.738 0.539 0.000
H -3.819 -3.293 -0.261 0.000
H -3.217 0.194 -0.940 0.000
H -2.121 0.066 -2.303 0.000
C 2.768 4.410 3.910 0.000
C 3.053 2.940 3.649 0.000
C 3.834 2.300 4.785 0.000
O 3.742 2.775 2.408 0.000
H 3.706 4.964 4.005 0.000
H 2.202 4.842 3.085 0.000
H 2.201 4.546 4.831 0.000
H 2.109 2.409 3.512 0.000
H 4.801 2.798 4.903 0.000
H 4.017 1.246 4.578 0.000
H 3.295 2.382 5.730 0.000
H 4.584 3.240 2.480 0.000

=====

# 7
89
Properties=species:S:1:pos:R:3:lowdin_spin:R:1 method="wB97M-V/def2-TZVPD" e_tot_ha=-3378.2469 lumo_ha="-0.08909 / -0.08503" multiplicity=3 total_charge=+1 homo_lumo_gap_ha="0.2720 / 0.3049"
V -0.803 0.028 1.555 1.908
N -2.354 -1.577 1.480 0.005
C -3.771 -1.175 1.402 0.004
C -4.206 -0.443 2.661 0.001
C -3.482 0.867 2.926 0.006
N -2.064 0.643 3.298 0.019
H -2.105 -2.121 0.659 0.003
H -2.201 -2.185 2.281 0.001
H -4.414 -2.044 1.243 0.000
H -3.873 -0.521 0.533 0.000
H -4.097 -1.104 3.529 0.000
H -5.273 -0.231 2.583 0.000
H -4.000 1.420 3.712 0.000
H -3.489 1.486 2.025 0.003
H -2.005 -0.019 4.068 0.003
H -1.664 1.508 3.652 0.003
C 3.851 -0.045 6.578 0.000
Si 3.413 -0.944 5.003 -0.001
C 2.483 -2.492 5.430 0.000
C 4.953 -1.354 4.042 0.000
C 2.430 0.300 3.944 0.000
C 2.876 1.614 3.953 0.009
C 2.265 2.626 3.206 0.000
C 1.184 2.284 2.438 0.009
N 0.742 1.019 2.383 0.003
C 1.332 0.034 3.103 0.017
S 0.572 -1.524 2.839 0.021
H 4.377 -0.723 7.254 0.000
H 2.954 0.307 7.092 0.000
H 4.505 0.812 6.412 0.000
H 3.085 -3.053 6.150 0.000
H 2.313 -3.123 4.559 0.000
H 1.515 -2.285 5.889 0.000
H 5.644 -1.931 4.661 0.000
H 5.477 -0.457 3.705 0.000
H 4.712 -1.952 3.161 0.000
H 3.733 1.880 4.562 0.001
H 2.624 3.644 3.229 0.000
H 0.647 3.005 1.834 0.001
N -1.092 0.395 -0.132 -0.028
P -0.593 0.338 -1.630 0.005
N -0.337 -1.211 -2.176 -0.002
C 0.523 -2.051 -1.331 0.004
C 1.093 -3.213 -2.128 0.001
C -0.030 -4.031 -2.754 0.000
C -0.947 -3.130 -3.573 0.000
C -1.458 -1.966 -2.737 0.000
N 0.848 1.089 -1.910 0.001
C 2.016 0.531 -2.595 0.000
C 2.630 1.558 -3.536 0.000
C 2.970 2.846 -2.798 0.000
C 1.735 3.384 -2.084 0.000
C 1.136 2.321 -1.173 0.001
N -1.691 1.060 -2.610 0.000
C -3.056 1.395 -2.211 0.000
C -4.088 0.689 -3.087 0.000
C -3.684 0.723 -4.577 0.000
C -2.563 1.728 -4.817 0.000
C -1.327 1.353 -4.009 0.000
H -0.061 -2.440 -0.481 0.001
H 1.318 -1.441 -0.900 0.001
H 1.710 -3.831 -1.472 0.000
H 1.747 -2.821 -2.913 0.000
H -0.614 -4.508 -1.957 0.000
H 0.372 -4.835 -3.370 0.000
H -1.797 -3.692 -3.965 0.000
H -0.400 -2.727 -4.431 0.000
H -2.099 -2.354 -1.926 0.000
H -2.069 -1.297 -3.339 0.000
H 1.712 -0.356 -3.145 0.000
H 2.764 0.229 -1.848 0.000
H 1.917 1.768 -4.340 0.000
H 3.521 1.129 -3.999 0.000
H 3.372 3.591 -3.485 0.000
H 3.754 2.642 -2.059 0.000
H 0.985 3.689 -2.819 0.000
H 1.982 4.267 -1.490 0.000
H 0.214 2.681 -0.714 0.001
H 1.842 2.094 -0.361 0.000
H -3.186 2.480 -2.270 0.000
H -3.177 1.125 -1.164 0.000
H -5.055 1.174 -2.940 0.000
H -4.206 -0.344 -2.751 0.000
H -4.544 0.960 -5.201 0.000
H -3.341 -0.265 -4.897 0.000
H -2.896 2.735 -4.555 0.000
H -2.286 1.760 -5.872 0.000
H -0.576 2.146 -4.045 0.000
H -0.872 0.460 -4.456 0.000

=====

# 8
17
Properties=species:S:1:pos:R:3:lowdin_charge:R:1 method="wB97M-V/def2-TZVPD" e_tot_ha=-546.3601 lumo_ha=0.01102 total_charge=0 homo_lumo_gap_ha=0.3239
C -0.333 0.587 -0.014 0.005
C -2.504 -0.490 -0.468 -0.137
C 1.903 0.013 0.785 -0.029
C 0.902 -0.166 -0.378 -0.358
N -2.091 -1.544 -0.258 -0.150
N -0.680 1.657 0.280 -0.077
N -3.243 0.614 -0.816 0.107
O -1.428 2.552 0.649 -0.020
O -1.447 -2.513 -0.119 -0.003
O 1.388 0.461 -1.574 -0.021
H 2.677 -0.765 0.945 0.089
H 1.343 -0.089 1.683 0.059
H 2.317 1.059 0.902 0.113
H 0.530 -1.154 -0.662 0.129
H -3.314 0.927 -1.762 0.092
H -3.331 1.338 -0.054 0.114
H 1.677 -0.287 -2.098 0.090